DFT (ωB97M-V/def2-TZVPD) results for C36H40BrIN7ORuSi2 as an isolated structure at a distorted geometry.

## Properties
E   -5399.99062 a.u.
⟨S²⟩   1.243
HOMO-LUMO gap (spin up / spin down)   5.95 / 5.21 eV
2S+1   2
LUMO (spin up / spin down)   -0.60 / -1.23 eV
Max |F|   1.43 eV/Å

```
89
C36H40BrIN7ORuSi2 ωB97M-V/def2-TZVPD
C -3.606 -1.799 -2.097
C 2.795 -0.667 4.757
C -1.370 -4.308 1.458
H 4.012 0.856 -3.627
N 1.666 1.053 1.149
C 0.059 0.888 -5.071
Si 2.888 -0.483 -1.819
H -1.564 -4.432 2.518
C -0.848 -4.007 -1.270
H -3.941 2.132 4.502
H -2.080 -5.723 -1.525
C -1.646 -5.022 -0.823
C 2.004 0.559 2.369
C 0.454 0.366 -2.737
C -1.328 0.422 3.208
H -4.604 1.079 -2.102
H 0.445 1.112 -6.057
H -0.024 -2.715 3.027
H 0.417 3.370 1.442
Si -3.023 -0.466 -0.919
H -2.889 0.601 -3.433
Ru 0.221 0.257 0.010
H -3.804 -2.092 0.741
Br -3.046 -6.583 1.130
H 0.082 4.748 -2.393
H 3.873 1.153 5.143
H -3.192 -2.761 -1.790
H -2.010 1.092 -5.656
C -3.192 1.796 3.798
C 0.930 0.644 -4.037
C -0.268 -3.055 -0.369
H -0.601 -0.332 3.468
I -4.432 3.816 1.898
H 2.240 -2.734 -2.489
H 1.486 5.290 -0.162
H 2.623 2.237 -0.270
N 0.741 -1.328 1.707
H 3.921 -0.218 0.444
C 1.551 -0.734 2.687
H -2.271 0.375 5.125
C -0.548 -3.249 1.022
H 1.995 0.700 -4.214
H 5.062 0.609 -2.236
N -0.001 2.265 -0.299
H 3.487 3.987 1.343
H -2.075 2.273 0.650
H 4.463 -1.669 -0.413
C 3.592 -1.042 -0.192
C -3.227 -1.166 0.805
H -3.760 -0.479 1.469
C -1.820 0.591 -3.593
N -1.259 0.928 1.974
C 0.956 4.384 -0.406
H 3.117 -1.150 5.670
H -3.337 -1.635 -3.141
C -4.131 1.052 -1.117
H 1.719 -2.377 4.067
H 3.797 1.836 -2.177
C 0.856 3.172 0.455
H 2.414 -1.747 -3.946
C -1.326 0.874 -4.846
C -1.918 -5.168 0.552
O 0.464 -2.105 -0.775
C 2.152 2.341 0.717
C 1.988 -1.349 3.860
H -2.273 -1.417 1.259
H -3.578 1.987 -0.996
N -0.323 2.889 -1.434
H -4.933 1.047 -0.374
H -0.640 -3.885 -2.326
C 3.072 3.039 1.666
C -2.147 1.869 1.649
C 3.219 0.623 4.460
H -0.764 2.365 -2.180
C 2.851 1.234 3.272
C 4.033 0.832 -2.535
N -1.337 -0.012 -1.237
H -4.697 -1.870 -2.033
C 0.256 4.140 -1.519
C 3.367 2.533 2.860
C -0.952 0.293 -2.514
H 2.871 -1.649 0.352
C -2.270 0.823 4.140
C 2.840 -1.955 -2.965
C 0.069 -2.401 1.982
H 4.031 3.061 3.535
C -3.119 2.329 2.523
H 3.857 -2.333 -3.108
N 1.240 0.193 -1.639
```

Okay, here come the Mulliken numbers, in e, for every atom:
1. C -1.163
2. C -1.128
3. C -0.735
4. H 0.468
5. N 1.805
6. C -0.942
7. Si 0.392
8. H 0.530
9. C -1.194
10. H 0.444
11. H 0.448
12. C -0.368
13. C -0.792
14. C 1.718
15. C 0.177
16. H 0.435
17. H 0.423
18. H 0.077
19. H 0.045
20. Si 0.304
21. H 0.282
22. Ru -1.146
23. H 0.547
24. Br -0.237
25. H 0.511
26. H 0.444
27. H 0.235
28. H 0.420
29. C -0.287
30. C -0.665
31. C 0.033
32. H 0.027
33. I 0.071
34. H 0.142
35. H 0.487
36. H -1.131
37. N 1.728
38. H 0.230
39. C -0.237
40. H 0.511
41. C 0.216
42. H 0.253
43. H 0.446
44. N 0.887
45. H 0.489
46. H 0.466
47. H 0.626
48. C -0.878
49. C -0.423
50. H 0.400
51. C -0.390
52. N 1.053
53. C -0.967
54. H 0.408
55. H 0.360
56. C -1.374
57. H 0.481
58. H 0.359
59. C -0.017
60. H 0.396
61. C -1.379
62. C -0.348
63. O -0.113
64. C 0.979
65. C -0.464
66. H -0.463
67. H 0.295
68. N 0.036
69. H 0.410
70. H 0.375
71. C -1.152
72. C -0.502
73. C -0.756
74. H 0.026
75. C 0.930
76. C -1.480
77. N 1.265
78. H 0.416
79. C -0.488
80. C -0.958
81. C -0.708
82. H -0.056
83. C -1.019
84. C -1.183
85. C -0.549
86. H 0.437
87. C -0.898
88. H 0.416
89. N 1.229